No. 1
The following is a DFT calculation (wB97M-V/def2-TZVPD) of a cluster of 2 separate species, C18H18FO4S in total at a distorted geometry.

Geometry as XYZ:
```
42
C18H18FO4S wB97M-V/def2-TZVPD
F -3.658 1.327 1.143
S -2.694 2.306 0.242
C -1.227 1.706 0.959
C -0.068 1.384 0.294
C 1.215 1.518 1.025
C 2.357 2.085 0.426
C 3.536 2.229 1.156
C 3.605 1.800 2.491
C 2.476 1.259 3.082
C 1.276 1.153 2.376
O -2.788 1.886 -1.127
O -3.064 3.636 0.648
H -1.342 1.748 2.046
H -0.042 1.477 -0.803
H 2.288 2.422 -0.616
H 4.448 2.622 0.670
H 4.560 1.853 3.037
H 2.529 0.856 4.100
H 0.376 0.764 2.850
C -4.632 -1.651 0.250
C -3.641 -1.218 -0.806
O -2.302 -1.125 -0.203
C -1.290 -0.797 -1.060
C 0.013 -0.575 -0.338
C 1.194 -1.001 -1.058
C 1.328 -0.681 -2.444
C 2.518 -0.864 -3.140
C 3.607 -1.495 -2.513
C 3.456 -1.956 -1.188
C 2.280 -1.730 -0.482
O -1.460 -0.759 -2.295
H -5.588 -1.166 0.066
H -4.808 -2.722 0.228
H -4.291 -1.362 1.249
H -3.609 -1.920 -1.675
H -3.907 -0.219 -1.174
H -0.052 -0.944 0.701
H 0.444 -0.294 -2.970
H 2.606 -0.530 -4.164
H 4.538 -1.643 -3.060
H 4.302 -2.485 -0.737
H 2.169 -2.131 0.541
```

The calculation puts the highest occupied orbital energy at -3.35 eV. As for the net charge: -1. Its molar mass is 349.40 g/mol. Its largest force on an atom is 3.1 eV/Å.

***

No. 2
The following is a DFT calculation (wB97M-V/def2-TZVPD) of the ion C18H18N with charge +1 at a distorted geometry.

Geometry as XYZ:
```
37
C18H18N wB97M-V/def2-TZVPD
C 2.490 2.893 -2.898
C 1.198 2.600 -2.534
C 3.465 3.158 -1.926
C 0.880 2.480 -1.168
C 3.169 3.000 -0.587
C -3.598 -0.791 2.343
C -3.081 -2.063 2.101
C 1.895 2.627 -0.173
C -2.763 0.377 2.255
C -0.587 1.306 1.786
C -1.775 -2.186 1.763
C 0.750 1.147 1.433
C 0.410 -1.177 1.189
C -1.450 0.214 1.887
C -0.909 -1.068 1.635
N 1.220 -0.101 1.176
C 0.908 -2.538 0.695
C 1.566 2.445 1.278
C 2.647 -0.248 0.918
H 2.723 3.018 -3.942
H 0.434 2.507 -3.286
H 4.502 3.457 -2.194
H -0.151 2.249 -0.858
H 3.959 3.187 0.133
H -4.662 -0.704 2.582
H -3.738 -2.908 2.200
H -3.159 1.377 2.485
H -0.975 2.298 2.003
H -1.400 -3.182 1.557
H 0.209 -2.941 -0.040
H 1.841 -2.503 0.149
H 1.047 -3.224 1.536
H 1.031 3.322 1.689
H 2.467 2.355 1.830
H 2.868 0.097 -0.124
H 3.197 0.398 1.638
H 2.949 -1.298 1.047
```

The calculation puts the highest occupied orbital energy at -11.96 eV. As for the net charge: +1. The SMILES is Cc1c2ccccc2cc(Cc2ccccc2)[n+]1C. As for the energy above the lowest of the compared OMol25 structures with the same formula, charge and spin: 0.0 kcal/mol. Its molar mass is 248.35 g/mol. Its largest force on an atom is 3.7 eV/Å.

***

No. 3
The following is a DFT calculation (wB97M-V/def2-TZVPD) of an isolated molecule of C18H18N2O5S at a distorted geometry.

Geometry as XYZ:
```
44
C18H18N2O5S wB97M-V/def2-TZVPD
C -4.056 -4.149 0.809
C -3.661 -3.519 -0.521
C -2.150 -3.342 -0.634
H -1.645 -4.296 -0.433
H -1.880 -2.999 -1.641
O -1.757 -2.371 0.322
C -0.472 -1.975 0.373
C 0.567 -2.526 -0.381
C 1.842 -2.001 -0.285
C 2.084 -0.941 0.565
C 1.074 -0.407 1.347
C -0.198 -0.929 1.262
H -1.009 -0.527 1.849
H 1.305 0.412 2.010
S 3.650 -0.090 0.498
O 4.739 -0.982 0.254
O 3.715 0.832 1.594
N 3.498 0.915 -0.892
N 2.316 1.653 -0.792
C 1.164 1.099 -1.296
O 1.212 0.198 -2.112
C -0.085 1.686 -0.799
C -0.336 2.730 0.048
C -1.743 2.741 0.258
C -2.627 3.526 1.000
C -3.964 3.205 0.965
C -4.437 2.126 0.211
C -3.586 1.335 -0.534
C -2.237 1.658 -0.502
O -1.229 1.035 -1.140
H -3.941 0.503 -1.119
H -5.494 1.909 0.213
H -4.670 3.794 1.530
H -2.263 4.358 1.583
H 0.376 3.415 0.463
H 2.313 2.224 0.042
H 3.463 0.363 -1.745
H 2.653 -2.397 -0.876
H 0.386 -3.343 -1.060
H -4.131 -2.539 -0.615
H -3.999 -4.144 -1.349
H -3.628 -5.144 0.903
H -5.137 -4.230 0.884
H -3.695 -3.537 1.631
```

The calculation puts the highest occupied orbital energy at -8.92 eV. As for the net charge: 0. The SMILES is CCCOc1ccc(S(=O)(=O)NNC(=O)c2cc3ccccc3o2)cc1. As for the energy above the lowest of the compared OMol25 structures with the same formula, charge and spin: 46.9 kcal/mol. Its molar mass is 374.42 g/mol. Its largest force on an atom is 1.2 eV/Å.

***

- Number 2 is which compound?
  C18H18N